1.
41
Properties=species:S:1:pos:R:3 method="wB97M-V/def2-TZVPD" fmax_ev_per_a=1.02 total_charge=0 homo_lumo_gap_ha=0.361 multiplicity=1 relative_energy_ev=0.125 smiles="COCCCCCCCCCBC(=O)NC(=O)F" total_energy_ev=-23842.8742
C 3.989 -1.871 1.070
O 4.539 -0.752 0.396
C 4.360 -0.764 -1.007
C 3.126 0.022 -1.506
C 2.596 1.086 -0.545
C 1.645 0.555 0.541
C 0.699 1.631 1.101
C -0.599 1.037 1.688
C -1.896 1.306 0.894
C -1.721 1.405 -0.622
C -3.067 1.312 -1.388
B -3.419 -0.198 -1.537
C -4.555 -0.883 -0.675
O -5.712 -0.853 -1.036
N -4.254 -1.464 0.624
C -3.470 -2.599 0.612
O -2.666 -2.935 -0.200
F -3.697 -3.311 1.730
H 4.757 -2.636 1.234
H 3.627 -1.544 2.047
H 3.160 -2.312 0.508
H 4.302 -1.799 -1.367
H 5.264 -0.333 -1.444
H 2.322 -0.677 -1.760
H 3.415 0.508 -2.443
H 2.032 1.819 -1.135
H 3.422 1.634 -0.082
H 1.046 -0.247 0.095
H 2.233 0.149 1.364
H 0.501 2.389 0.342
H 1.223 2.150 1.910
H -0.468 -0.046 1.784
H -0.747 1.405 2.707
H -2.381 2.212 1.273
H -2.591 0.490 1.118
H -1.259 2.365 -0.867
H -1.022 0.636 -0.970
H -2.918 1.716 -2.395
H -3.843 1.888 -0.879
H -2.847 -0.892 -2.315
H -5.126 -1.598 1.133



2.
122
Properties=species:S:1:pos:R:3 method="wB97M-V/def2-TZVPD" fmax_ev_per_a=0.80 total_charge=+1 homo_lumo_gap_ha=0.245 multiplicity=1 relative_energy_ev=2.372 total_energy_ev=-143155.3032
Ga -0.023 -0.749 -0.141
C 9.067 0.435 9.913
O 9.284 0.431 8.510
C 8.205 0.374 7.707
C 8.459 0.396 6.336
C 7.420 0.350 5.436
C 6.095 0.274 5.874
C 5.852 0.252 7.243
C 6.892 0.300 8.162
C 5.018 0.192 4.881
N 5.178 0.333 3.583
C 3.943 0.124 3.030
C 3.006 -0.142 4.012
N 3.717 -0.093 5.197
C 1.669 -0.483 3.712
C 0.648 -0.793 4.627
C -0.556 -1.266 4.170
C -0.781 -1.369 2.796
N 0.114 -0.962 1.906
C 1.344 -0.555 2.340
C 2.303 -0.264 1.327
N 1.870 -0.425 0.045
C 2.752 -0.289 -1.046
C 4.058 0.341 -0.703
C 4.464 0.462 0.566
C 3.584 0.104 1.655
H 10.049 0.509 10.367
H 8.588 -0.489 10.243
H 8.462 1.290 10.218
H 9.488 0.448 6.002
H 7.615 0.368 4.370
H 4.837 0.215 7.626
H 6.668 0.280 9.219
H 3.361 -0.284 6.115
H 0.815 -0.668 5.691
H -1.342 -1.556 4.854
H -1.690 -1.803 2.422
H 1.938 -2.049 -1.984
H 4.697 0.621 -1.534
H 5.450 0.838 0.812
C 1.307 2.706 -2.875
Si 0.768 0.952 -2.722
C 0.960 -0.038 -4.256
C 2.913 -1.579 -1.847
N -0.392 0.520 -1.591
C -1.747 0.771 -1.847
C -2.190 1.383 -3.026
C -3.530 1.654 -3.253
C -4.469 1.314 -2.293
C -4.058 0.700 -1.115
C -2.719 0.434 -0.903
O -2.234 -0.190 0.259
C -3.206 -0.420 1.259
C -3.860 -1.637 1.284
C -4.809 -1.870 2.270
C -5.096 -0.888 3.213
C -4.424 0.326 3.168
C -3.474 0.567 2.183
H 2.368 2.759 -3.138
H 1.146 3.264 -1.954
H 0.745 3.193 -3.683
H 1.925 0.155 -4.734
H 0.166 0.235 -4.961
H 0.855 -1.103 -4.057
H 3.379 -1.401 -2.819
H 3.541 -2.259 -1.271
H 2.195 0.459 -1.838
H -1.454 1.645 -3.789
H -3.837 2.126 -4.180
H -5.520 1.519 -2.449
H -4.796 0.433 -0.373
H -3.620 -2.394 0.550
H -5.329 -2.821 2.298
H -5.838 -1.076 3.980
H -4.637 1.101 3.896
H -2.948 1.510 2.135
Te 0.392 2.967 1.093
C 0.724 5.007 0.584
C 1.373 5.845 1.485
C 1.438 7.211 1.235
C 0.856 7.739 0.089
C 0.224 6.898 -0.818
C 0.159 5.532 -0.574
C -1.550 3.503 1.756
C -2.570 3.710 0.832
C -3.823 4.125 1.266
C -4.061 4.329 2.621
C -3.041 4.121 3.544
C -1.783 3.709 3.113
H 1.820 5.436 2.384
H 1.934 7.863 1.944
H 0.893 8.806 -0.096
H -0.227 7.305 -1.716
H -0.349 4.884 -1.280
H -2.398 3.534 -0.225
H -4.614 4.292 0.543
H -5.040 4.650 2.958
H -3.218 4.291 4.600
H -0.989 3.542 3.832
C -1.724 -2.540 -7.101
C -1.420 -2.921 -5.674
C -0.192 -3.465 -5.320
C 0.141 -3.731 -3.995
C 1.471 -4.374 -3.681
C -0.785 -3.417 -2.994
C -2.070 -2.984 -3.337
C -3.173 -2.887 -2.314
C -2.363 -2.728 -4.671
C -0.348 -3.490 -1.554
O 0.117 -4.477 -1.043
O -0.453 -2.334 -0.904
H -1.027 -3.008 -7.797
H -1.651 -1.456 -7.227
H -2.740 -2.827 -7.380
H 0.534 -3.691 -6.097
H 2.133 -4.327 -4.546
H 1.325 -5.425 -3.421
H 1.971 -3.919 -2.827
H -2.788 -3.034 -1.309
H -3.912 -3.670 -2.505
H -3.685 -1.927 -2.370
H -3.358 -2.372 -4.930



3.
15
Properties=species:S:1:pos:R:3 method="wB97M-V/def2-TZVPD" fmax_ev_per_a=6.79 total_charge=0 homo_lumo_gap_ha=0.286 multiplicity=1 relative_energy_ev=7.141 total_energy_ev=-9865.5170
C -1.531 0.840 -0.635
C 0.387 -1.004 -1.352
C 1.601 -0.675 0.396
C -0.509 0.878 1.484
C 0.145 -0.280 0.838
C -0.129 0.086 -0.624
H -2.090 2.019 0.947
H -2.093 1.381 -1.424
H 0.497 -1.208 -2.372
H 2.536 -0.910 0.945
H -0.669 0.935 2.450
H -0.400 -1.181 1.231
H 0.698 0.999 -0.710
N -1.432 1.295 0.551
O 1.470 -1.272 -0.696